1.
# C4H12FNO2PS

The ion C4H12FNO2PS with charge +1 (the ωB97M-V functional and the def2-TZVPD basis, OMol25).

Each line ends with the Mulliken charge.
Atoms and positions in Å:
N1 1.3817 -1.7317 1.3335  -0.561
C1 1.3321 1.1159 0.2790  -0.814
O1 -4.0671 0.4081 -1.0801  -0.446
H1 1.5605 -0.9168 1.9031  0.229
S1 -2.9698 -0.2723 -0.5222  1.077
H2 0.6278 -2.2473 1.7648  0.254
H3 -0.4175 2.2249 0.9519  0.559
H4 1.5982 -2.2199 -0.6708  0.370
C2 1.7565 -0.1129 -0.5239  -0.639
F1 -3.0180 -0.1400 1.0237  -0.156
H5 1.6681 2.0340 -0.2007  0.372
H6 0.0666 -1.4830 -0.3314  -0.056
C3 1.1363 -1.4302 -0.0739  -0.096
H7 -0.4898 0.5060 1.3345  0.377
H8 1.5201 0.0426 -1.5819  0.315
H9 -1.7644 2.2278 -1.3016  0.208
H10 1.8193 1.0993 1.2552  0.383
H11 -0.5928 0.4306 -1.9429  0.191
P1 -1.2428 1.0125 -0.8598  0.088
H12 2.8429 -0.1932 -0.4921  0.340
C4 -0.1804 1.2272 0.5770  -0.566
O2 -2.5673 -1.5817 -0.8415  -0.429

* E: -1203.9220 Eh
* total charge: +1
* lowest unoccupied orbital energy: -4.7 eV
* HOMO-LUMO gap: 0.2989 Eh
* E_HOMO: -12.806 eV

=====

2.
# C3H10N2S

A cluster of 2 separate species, C3H10N2S in total in a non-equilibrium geometry (the ωB97M-V functional and the def2-TZVPD basis, OMol25).

Each line ends with the Mulliken charge.
Atoms and positions in Å:
H1 -3.6012 1.2455 0.2816  0.257
S1 1.4073 -1.7535 -1.3153  -0.384
C1 -1.5992 1.2717 0.3251  -0.189
H2 -0.4756 1.8373 -1.3801  0.286
N1 0.7338 0.7813 0.0545  -0.482
C2 -0.4831 1.3829 -0.4027  -0.170
H3 2.4068 -1.8219 0.9218  0.242
H4 0.6879 0.5247 1.0302  0.262
H5 1.5649 1.3421 -0.0754  0.303
H6 2.6420 -3.3305 0.0671  0.294
H7 -1.5706 0.8273 1.3112  0.235
C3 1.9219 -2.5374 0.2520  -0.797
N2 -2.8427 1.7997 -0.0924  -0.555
H8 1.1002 -2.9705 0.8233  0.261
H9 1.0138 -0.3716 -0.7023  0.193
H10 -2.9062 1.7731 -1.0986  0.245

* E: -627.9430 Eh
* lowest unoccupied orbital energy: 0.8 eV
* SMILES: N/C=C/N.CS
* HOMO-LUMO gap: 0.3078 Eh
* E_HOMO: -7.594 eV

=====

3.
# C2H7OS2

A cluster of 2 separate species, C2H7OS2 in total in a non-equilibrium geometry (the ωB97M-V functional and the def2-TZVPD basis, OMol25).

Each line ends with the Mulliken charge.
Atoms and positions in Å:
S1 0.2017 -0.8891 -2.7378  -0.068
C1 -0.7205 0.4987 0.6346  0.080
C2 -0.5556 0.3457 2.1710  -1.051
H1 0.3679 0.8168 2.5395  0.305
O1 -1.8621 0.0568 0.1479  -0.839
H2 0.0802 -1.6527 -3.8130  0.108
S2 2.2718 -0.7652 -2.8961  -0.245
H3 -0.5716 -0.6967 2.4969  0.258
H4 2.4450 -0.0855 -1.7577  0.163
H5 0.2381 -0.0375 0.2257  -0.125
H6 -1.4192 0.8416 2.6326  0.269
H7 -0.4757 1.5671 0.3565  0.145

* E: -951.9722 Eh
* total charge: -1
* lowest unoccupied orbital energy: 2.9 eV
* HOMO-LUMO gap: 0.1896 Eh
* E_HOMO: -2.253 eV

=====

4.
# C35H31FN6O5STa

A structure of composition C35H31FN6O5STa (the ωB97M-V functional and the def2-TZVPD basis, OMol25).

Each line ends with the Mulliken charge.
Atoms and positions in Å:
O1 0.5168 -1.0131 -1.1733  -0.400
H1 -5.2054 -3.1319 2.5501  0.347
H2 -1.5623 4.0084 -1.2949  0.533
H3 -1.8043 0.9141 0.5461  0.035
C1 -1.1261 4.3479 -3.3597  -0.867
C2 -0.6742 -1.3139 1.3681  0.191
H4 -0.6124 4.4211 -5.4438  0.460
H5 -5.2277 -5.2809 0.4374  0.432
H6 0.0828 2.0463 -5.5148  0.551
H7 -3.4960 -4.9893 4.2888  0.360
O2 0.2582 -0.3776 1.3041  -0.481
N1 1.6443 2.2470 0.8318  0.078
C3 2.8951 1.2272 -2.8001  0.634
H8 0.0848 -0.3510 3.7726  0.560
H9 4.4345 2.4391 -1.9486  0.502
H10 -2.5925 -3.3333 -0.5270  0.656
C4 4.6412 2.2287 -4.0861  -0.783
O3 -0.7321 1.4521 -1.1026  0.548
H11 5.5258 2.8488 -4.1372  0.488
C5 -4.4479 -4.5393 0.2719  -1.894
C6 -1.1795 3.5743 -2.2080  -0.184
N2 2.8596 0.2127 1.8897  0.597
H12 4.7104 -3.5544 1.1866  0.214
C7 1.2614 3.3339 0.1491  -0.061
C8 -0.2450 2.4953 -4.5864  -0.319
C9 1.1507 -0.1650 -3.8778  -0.632
C10 4.1535 1.6222 -5.2351  -0.854
H13 -2.7102 1.8988 -0.6286  0.508
C11 -0.3044 1.7176 -3.4384  0.016
H14 -5.4038 -4.8634 2.7671  0.388
C12 -3.9026 -4.0028 4.0467  -1.014
C13 3.0318 0.8138 -5.1688  -0.548
O4 -1.3156 -1.7889 -2.1323  -0.757
C14 2.0886 2.4061 2.1013  0.884
H15 0.9132 5.4406 0.1330  0.559
C15 -0.6472 3.8191 -4.5471  -0.968
C16 -1.2014 -1.6760 2.6403  1.022
N3 3.5734 -0.8217 2.3993  -1.637
C17 -0.6834 -1.5824 -1.1226  0.302
C18 -4.6649 -4.0641 2.7369  -0.945
H16 -3.1279 -5.2393 1.8193  0.192
H17 -2.6671 -2.6686 6.0615  0.562
H18 2.4174 3.7075 3.7645  0.530
C19 4.0275 2.0188 -2.8581  -0.875
S1 3.0948 -1.7503 -0.0959  -0.398
C20 -1.1700 -1.9235 0.2304  0.476
H19 0.9946 3.1886 -0.8862  0.614
C21 -2.1926 -2.8665 0.3598  0.075
C22 -2.7769 -3.0141 3.9550  0.882
H20 -1.4969 2.6575 0.4392  0.377
C23 1.2229 4.5915 0.7257  -1.124
C24 2.7329 1.2329 2.6594  -0.517
H21 3.1750 1.2301 3.6493  0.520
N4 -2.6889 -3.2301 1.5216  0.139
H22 -4.9339 -3.6194 -0.0580  0.413
F1 -0.7873 -0.9422 6.1302  -0.323
C25 -3.7172 -4.3480 1.5865  0.471
H23 -1.4704 5.3726 -3.3238  0.500
H24 -4.5586 -3.7253 4.8709  0.513
H25 1.5672 5.7068 2.5293  0.489
Ta1 1.6153 0.1612 -0.0334  1.939
O5 2.3574 0.9313 -1.5714  0.052
C26 -0.7043 -1.0865 3.8123  -0.574
N5 4.5275 -2.8140 1.8425  -0.363
C27 -1.7532 1.7622 -0.1279  -0.945
H26 -3.8174 -4.9301 -0.5254  0.547
C28 -0.7566 2.2520 -2.2340  0.065
H27 -0.7423 -0.3599 -3.3700  0.468
C29 -1.2391 -1.4770 5.0044  -0.130
H28 4.6533 1.7688 -6.1822  0.463
H29 2.6545 0.3332 -6.0630  0.542
C30 2.0570 3.6251 2.7484  -0.939
H30 1.1757 -1.2351 -4.0686  0.538
H31 4.9806 -2.8402 2.7445  0.268
N6 0.0087 0.3178 -3.5558  0.293
C31 -2.2271 -2.6480 2.7046  -1.324
C32 3.7824 -1.7639 1.5247  0.747
C33 2.3665 0.6408 -3.9552  0.511
C34 -2.2684 -2.4196 5.0857  -0.675
C35 1.5973 4.7366 2.0513  -0.523

* E: -2611.4948 Eh
* total charge: +3
* lowest unoccupied orbital energy: -9.2 eV
* HOMO-LUMO gap: 0.2649 Eh
* E_HOMO: -16.379 eV

=====

5.
# C4H12NO

A cluster of 2 separate species, C4H12NO in total in a non-equilibrium geometry (the ωB97M-V functional and the def2-TZVPD basis, OMol25).

Each line ends with the Mulliken charge.
Atoms and positions in Å:
H1 -1.3707 2.4968 -0.1422  0.341
C1 -0.8379 0.3802 0.2329  -0.296
H2 1.1274 2.1197 -1.2216  0.288
H3 0.6393 -1.3807 0.9209  0.349
C2 1.4235 1.2075 -0.7267  -0.937
O1 -0.3058 -2.7487 -0.9552  -0.601
N1 1.3720 -0.6880 0.7933  -0.284
H4 -0.5647 -2.4754 -1.8507  0.315
H5 1.8118 -0.3430 1.6424  0.329
H6 -1.2271 -0.0054 -0.7149  0.244
H7 2.0659 -1.1887 0.2459  0.390
C3 0.6588 0.4037 -0.0153  0.512
H8 -0.6729 -3.6313 -0.7396  0.315
H9 -1.3660 2.0529 1.5851  0.336
C4 -1.5112 1.6829 0.5719  -1.286
H10 -1.0450 -0.3919 0.9626  0.339
H11 2.4044 0.9070 -1.0779  0.280
H12 -2.6018 1.6024 0.4890  0.365

* E: -289.3205 Eh
* total charge: +1
* lowest unoccupied orbital energy: -3.3 eV
* HOMO-LUMO gap: 0.4139 Eh
* E_HOMO: -14.573 eV

=====

6.
# C3H4N2O

The molecule C3H4N2O in a non-equilibrium geometry (the ωB97M-V functional and the def2-TZVPD basis, OMol25).

Each line ends with the Mulliken charge.
Atoms and positions in Å:
H1 2.5170 0.1226 0.5461  0.239
H2 1.8439 1.7924 0.7120  0.268
H3 -1.9572 -0.9091 1.3878  0.372
N1 -0.0615 -0.1805 -1.1173  -0.352
N2 -1.1466 -0.9487 -0.6138  -0.385
O1 -0.2450 0.2413 0.9243  -0.306
C1 -1.3089 -0.5288 0.6375  0.052
C2 0.4924 0.3397 -0.1855  0.828
C3 1.7828 0.8484 0.0472  -1.069
H4 2.2156 1.0121 -0.9187  0.352

* E: -301.4053 Eh
* lowest unoccupied orbital energy: 0.9 eV
* SMILES: Cc1nnco1
* HOMO-LUMO gap: 0.4122 Eh
* E_HOMO: -10.352 eV

=====

- What is the HOMO-LUMO gap in the fifth record?
  0.4139 Eh